No. 1
ORCA calculation (ωB97M-V/def2-TZVPD) on a 12-piece molecular cluster, C44H119N11O19 overall in a non-equilibrium geometry.

```
! RIJCOSX wB97M-V def2-TZVPD def2/J DEFGRID3
* xyz 1 2
C -0.195 3.819 11.273
O -0.129 4.229 9.972
C 0.851 5.190 9.714
C 1.308 5.096 8.247
N 1.522 3.682 7.894
C 1.719 3.381 6.458
C 1.430 1.845 6.160
O 1.144 1.536 4.787
C 1.092 0.169 4.541
H -0.559 2.805 11.437
H -0.996 4.296 11.837
H 0.788 3.735 11.737
H 1.722 4.898 10.301
H 0.575 6.209 9.984
H 2.260 5.606 8.097
H 0.680 5.571 7.493
H 0.799 3.223 8.430
H 2.638 3.691 5.959
H 0.949 3.807 5.815
H 0.733 1.503 6.925
H 2.443 1.462 6.277
H 0.773 -0.030 3.518
H 0.297 -0.162 5.210
H 2.019 -0.340 4.803
C -4.694 3.123 2.030
O -4.796 3.119 0.600
C -5.688 4.034 0.011
C -6.004 3.854 -1.422
N -6.656 2.593 -1.683
C -6.763 2.465 -3.191
C -8.062 1.718 -3.654
O -8.131 0.334 -3.527
C -8.400 -0.193 -2.255
H -4.727 4.164 2.352
H -3.827 2.701 2.539
H -5.606 2.667 2.415
H -5.372 5.068 0.145
H -6.613 3.924 0.578
H -5.164 4.058 -2.086
H -6.754 4.607 -1.664
H -5.865 1.972 -1.582
H -5.864 1.970 -3.556
H -6.888 3.423 -3.696
H -8.278 2.064 -4.665
H -8.859 2.010 -2.970
H -8.345 0.535 -1.446
H -7.820 -1.096 -2.062
H -9.433 -0.494 -2.426
C 6.597 -10.442 2.964
O 5.209 -10.300 2.907
C 4.664 -9.464 3.812
C 3.467 -8.691 3.132
N 3.347 -7.284 3.686
C 3.008 -6.473 2.520
C 3.282 -4.936 2.722
O 2.224 -4.347 3.358
C 2.195 -2.950 3.220
H 6.822 -10.570 4.023
H 7.149 -9.546 2.679
H 6.933 -11.302 2.385
H 5.388 -8.752 4.208
H 4.245 -9.932 4.702
H 2.565 -9.269 3.330
H 3.811 -8.761 2.100
H 2.591 -7.273 4.355
H 2.039 -6.642 2.050
H 3.802 -6.782 1.840
H 3.400 -4.557 1.707
H 4.153 -4.817 3.367
H 3.076 -2.509 3.687
H 1.469 -2.589 3.949
H 1.975 -2.438 2.284
C 2.295 -12.722 0.496
O 2.610 -11.444 0.248
C 1.503 -10.591 -0.046
C 1.929 -9.327 -0.900
N 0.862 -8.275 -0.796
C 1.229 -7.018 -1.526
C 0.017 -6.089 -1.386
O 0.002 -5.788 -0.015
C -0.225 -4.448 0.205
H 1.756 -13.224 -0.307
H 1.608 -12.639 1.338
H 3.099 -13.411 0.753
H 1.118 -10.071 0.832
H 0.721 -11.121 -0.590
H 2.063 -9.624 -1.940
H 2.862 -8.918 -0.512
H 0.016 -8.748 -1.082
H 1.506 -7.383 -2.515
H 2.050 -6.591 -0.950
H -0.949 -6.388 -1.792
H 0.318 -5.290 -2.064
H 0.428 -3.703 -0.248
H -0.209 -4.226 1.271
H -1.184 -4.165 -0.230
C 2.715 0.979 -4.710
O 1.912 2.092 -4.849
C 0.600 1.631 -5.252
C -0.106 2.945 -5.546
N 0.049 3.879 -4.368
C -0.652 5.109 -4.607
C -1.167 5.904 -3.452
O -2.516 5.631 -3.028
C -3.529 6.116 -3.837
H 2.598 0.411 -3.787
H 3.766 1.262 -4.779
H 2.707 0.371 -5.614
H 0.087 1.007 -4.519
H 0.660 1.038 -6.165
H -1.133 2.719 -5.833
H 0.330 3.520 -6.362
H -0.692 3.417 -3.861
H -1.510 4.963 -5.263
H 0.002 5.789 -5.153
H -0.965 6.961 -3.626
H -0.656 5.692 -2.513
H -4.456 5.703 -3.438
H -3.338 5.863 -4.880
H -3.557 7.194 -3.682
C 2.923 -2.535 -1.120
O 1.922 -1.688 -0.711
C 2.411 -0.386 -0.401
C 1.269 0.482 0.067
N 0.407 0.863 -1.041
C -0.652 1.810 -0.743
C -1.945 1.676 -1.599
O -1.821 2.228 -2.869
C -2.977 2.161 -3.680
H 3.456 -2.127 -1.979
H 2.475 -3.520 -1.247
H 3.638 -2.612 -0.301
H 3.006 -0.029 -1.242
H 3.119 -0.539 0.413
H 1.724 1.383 0.478
H 0.625 0.076 0.847
H 0.012 0.061 -1.512
H -0.225 2.813 -0.724
H -1.133 1.702 0.230
H -2.695 2.232 -1.036
H -2.281 0.645 -1.710
H -3.846 2.652 -3.241
H -3.238 1.106 -3.767
H -3.006 2.572 -4.689
C 2.933 5.510 2.886
O 1.759 5.190 2.178
C 0.511 5.242 2.827
C -0.664 4.778 1.907
N -1.263 5.987 1.323
C -2.381 5.940 0.446
C -2.502 7.245 -0.245
O -1.642 8.321 0.204
C -2.142 9.585 -0.445
H 3.101 4.977 3.822
H 3.089 6.571 3.080
H 3.773 5.200 2.265
H 0.393 6.212 3.308
H 0.484 4.638 3.734
H -1.416 4.366 2.580
H -0.238 4.220 1.073
H -0.729 6.836 1.208
H -3.302 5.508 0.837
H -2.077 5.238 -0.330
H -3.551 7.500 -0.101
H -2.367 7.062 -1.311
H -2.813 10.181 0.174
H -2.641 9.471 -1.407
H -1.309 10.241 -0.700
C -3.252 0.384 -7.328
O -2.184 0.983 -7.461
N -4.283 0.261 -8.151
N -3.497 -0.458 -6.293
H -4.984 -0.435 -7.941
H -4.310 0.812 -8.997
H -4.421 -0.851 -6.186
H -2.755 -0.596 -5.622
C 5.518 -1.991 -4.418
O 5.749 -1.752 -3.226
N 5.998 -1.428 -5.438
N 4.957 -3.057 -4.804
H 6.488 -0.561 -5.269
H 6.006 -1.977 -6.286
H 4.622 -3.407 -5.690
H 4.965 -3.782 -4.102
O -0.598 -1.711 -2.422
H 0.358 -1.666 -2.383
H -0.781 -2.282 -3.168
O 1.982 3.056 -2.329
H 2.145 3.755 -1.696
H 1.499 2.393 -1.835
O 5.675 -1.511 1.531
H 5.187 -1.505 0.708
H 6.505 -1.936 1.315
*
```

* orbital gap (alpha / beta): 7.6 / 3.4 eV
* ⟨S²⟩: 0.755

---

No. 2
ORCA calculation (ωB97M-V/def2-TZVPD) on C26H38BrNOOsP2 as an isolated structure in a non-equilibrium geometry.

```
! RIJCOSX wB97M-V def2-TZVPD def2/J DEFGRID3
* xyz 4 5
C 4.926 -4.806 0.082
C 4.764 -3.564 -0.554
C 5.779 -3.111 -1.416
C 6.983 -3.829 -1.451
N 7.152 -4.948 -0.749
C 6.168 -5.450 -0.002
C 3.624 -2.746 -0.206
C 2.727 -2.168 0.389
C 1.833 -1.537 1.300
C 0.644 -2.195 1.577
C -0.357 -1.494 2.304
C -0.047 -0.075 2.579
C 1.235 0.420 2.657
C 2.176 -0.298 1.904
Os -1.396 -0.180 1.212
P -3.006 -0.661 -0.356
H 5.670 -2.209 -2.007
H 4.142 -5.234 0.686
H 7.831 -3.472 -2.061
H 6.350 -6.378 0.558
H 3.181 0.092 1.698
H 0.490 -3.246 1.317
H 1.477 1.329 3.195
H -1.044 -2.102 2.896
C -4.536 0.327 -0.365
C -5.132 0.684 -1.730
H -4.311 1.231 0.227
H -5.272 -0.256 0.215
H -6.104 1.181 -1.584
H -4.492 1.378 -2.291
H -5.314 -0.206 -2.349
C -1.801 -0.374 -1.694
C -1.324 -1.599 -2.479
H -0.913 0.076 -1.181
H -2.204 0.397 -2.376
H -0.572 -1.277 -3.211
H -0.884 -2.349 -1.814
H -2.147 -2.055 -3.039
C -3.495 -2.396 -0.234
C -4.571 -2.773 -1.241
H -3.850 -2.542 0.799
H -2.596 -3.019 -0.341
H -4.776 -3.845 -1.177
H -5.510 -2.243 -1.046
H -4.265 -2.552 -2.269
Br -2.420 2.111 2.309
P 0.564 3.781 0.216
C -0.937 3.121 -0.612
C -1.498 4.023 -1.714
H -1.699 2.960 0.177
H -0.693 2.131 -1.024
H -1.996 3.424 -2.482
H -2.247 4.715 -1.309
H -0.711 4.600 -2.208
C 0.278 3.950 2.028
C 0.568 5.378 2.497
H 0.882 3.219 2.587
H -0.782 3.693 2.225
H 0.058 5.589 3.442
H 1.635 5.537 2.686
H 0.229 6.110 1.765
C 1.745 2.381 0.118
C 2.938 2.716 -0.780
H 1.225 1.474 -0.228
H 2.093 2.167 1.131
H 3.793 2.074 -0.547
H 2.694 2.563 -1.836
H 3.253 3.754 -0.631
O -3.497 -0.776 3.329
C -2.703 -0.621 2.488
*
```

* orbital gap (alpha / beta): 6.1 / 5.1 eV
* ⟨S²⟩: 6.032

---

No. 3
ORCA calculation (ωB97M-V/def2-TZVPD) on a 2-piece molecular cluster, C3H2N2O3 overall in a non-equilibrium geometry.

```
! RIJCOSX wB97M-V def2-TZVPD def2/J DEFGRID3
* xyz 0 1
C 0.895 0.770 -0.598
C 0.699 -1.747 1.990
C -1.698 0.034 -0.054
N 1.764 1.055 -1.376
N 0.478 0.559 0.572
O 0.705 -2.824 1.625
O -2.782 -0.323 0.194
O -0.868 0.445 0.822
H 2.234 1.995 -2.092
H -1.428 0.036 -1.083
*
```

* orbital gap: 9.6 eV

---

No. 4
ORCA calculation (ωB97M-V/def2-TZVPD) on a 2-piece molecular cluster, C6H10O overall.

```
! RIJCOSX wB97M-V def2-TZVPD def2/J DEFGRID3
* xyz 0 1
C -1.842 0.268 -0.112
C -0.735 0.265 0.946
C 0.074 -1.002 0.939
C 1.427 -1.035 0.761
C 1.801 -0.054 -0.174
C 1.089 1.232 -0.129
O 0.092 1.399 0.882
H -2.538 -0.563 0.049
H -1.425 0.171 -1.120
H -2.401 1.207 -0.050
H -1.207 0.313 1.939
H 0.497 -0.968 -2.618
H -0.490 -1.931 1.029
H 2.005 -1.945 0.924
H 1.101 -0.810 -2.218
H 1.867 1.980 0.077
H 0.686 1.473 -1.126
*
```

* orbital gap: 8.0 eV

---

No. 5
ORCA calculation (ωB97M-V/def2-TZVPD) on one molecule with the formula C2H4F4N2 in a non-equilibrium geometry.

```
! RIJCOSX wB97M-V def2-TZVPD def2/J DEFGRID3
* xyz 0 1
N -0.472 -0.050 0.533
C 0.315 0.370 -0.529
N 0.448 -0.509 -1.569
F 1.613 0.742 -0.193
C -0.429 1.994 -1.035
F 0.528 2.866 -1.426
F -1.207 1.686 -2.057
F -1.131 2.590 -0.073
H 0.114 0.043 1.372
H -0.796 -0.975 0.251
H -0.446 -1.057 -1.805
H 0.703 0.053 -2.472
*
```

* orbital gap: 10.7 eV
* SMILES: NC(N)(F)C(F)(F)F

---

No. 6
ORCA calculation (ωB97M-V/def2-TZVPD) on a 6-piece molecular cluster, C38H75BFN3O8P overall in a non-equilibrium geometry.

```
! RIJCOSX wB97M-V def2-TZVPD def2/J DEFGRID3
* xyz 1 1
C 1.515 -1.825 1.811
C 2.798 -1.396 1.130
C 2.675 -1.118 -0.371
C 1.902 0.189 -0.642
C 2.657 1.429 -0.164
C 1.446 0.301 -2.046
C 0.239 -0.010 -2.568
P -1.269 -0.733 -1.837
C -2.144 0.598 -0.932
O -0.622 -1.738 -0.715
N 0.297 0.302 -3.913
C -0.852 0.137 -4.815
C -0.948 -1.244 -5.469
F -2.192 -1.757 -5.272
C 1.511 0.769 -4.223
C 1.967 1.227 -5.557
C 3.031 0.345 -6.229
C 2.605 -1.120 -6.405
C 2.902 -1.979 -5.177
N 4.155 -2.752 -5.354
C 4.055 -3.973 -4.620
C 4.358 -3.948 -3.152
O 3.749 -5.010 -5.177
N 2.211 0.758 -3.090
B 3.667 1.202 -3.036
C 4.011 2.728 -3.030
O 4.601 0.220 -3.019
H 1.695 -1.854 2.879
H 1.189 -2.821 1.529
H 0.682 -1.143 1.675
H 3.488 -2.232 1.211
H 3.268 -0.560 1.635
H 3.663 -1.065 -0.824
H 2.107 -1.905 -0.860
H 1.004 0.114 -0.039
H 2.310 2.347 -0.627
H 3.707 1.321 -0.452
H 2.659 1.515 0.912
H -2.506 1.323 -1.651
H -3.010 0.120 -0.485
H -1.537 1.043 -0.147
H -1.176 -1.769 0.074
H -1.769 0.314 -4.273
H -0.788 0.931 -5.546
H -0.775 -1.142 -6.537
H -0.176 -1.903 -5.083
H 2.412 2.214 -5.424
H 1.111 1.381 -6.197
H 3.977 0.431 -5.707
H 3.163 0.748 -7.227
H 1.554 -1.111 -6.659
H 3.150 -1.515 -7.257
H 2.064 -2.661 -5.012
H 3.021 -1.378 -4.280
H 4.247 -3.002 -6.331
H 5.000 -3.123 -2.864
H 4.840 -4.881 -2.899
H 3.440 -3.879 -2.572
H 4.819 2.876 -3.740
H 4.283 3.052 -2.032
H 3.140 3.269 -3.390
H 5.189 0.255 -3.780
C -4.420 -4.494 -3.134
C -3.476 -4.917 -2.012
C -3.421 -3.655 -1.166
O -4.686 -3.006 -1.312
C -5.413 -3.612 -2.388
H -4.897 -5.328 -3.644
H -3.877 -3.903 -3.876
H -3.917 -5.736 -1.440
H -2.494 -5.237 -2.360
H -2.647 -2.970 -1.527
H -3.243 -3.862 -0.108
H -6.228 -4.205 -1.961
H -5.844 -2.833 -3.016
C 0.269 -1.311 7.077
C -1.168 -1.724 6.774
C -1.323 -1.269 5.335
O -0.020 -1.370 4.727
C 0.960 -1.584 5.748
H 0.717 -1.855 7.906
H 0.309 -0.243 7.307
H -1.264 -2.810 6.841
H -1.906 -1.280 7.435
H -1.646 -0.228 5.287
H -2.032 -1.881 4.773
H 1.303 -2.624 5.686
H 1.814 -0.927 5.571
C 2.996 7.324 -5.316
C 4.476 7.590 -5.575
C 5.124 6.356 -4.965
O 4.182 5.284 -5.117
C 2.914 5.818 -5.512
H 2.329 7.873 -5.978
H 2.745 7.584 -4.286
H 4.666 7.623 -6.650
H 4.838 8.517 -5.137
H 5.317 6.495 -3.896
H 6.060 6.085 -5.453
H 2.747 5.564 -6.565
H 2.124 5.357 -4.914
C -6.321 -2.293 8.992
C -5.911 -0.864 9.331
C -4.394 -0.947 9.238
O -4.102 -1.941 8.250
C -5.294 -2.666 7.933
H -7.346 -2.384 8.636
H -6.207 -2.933 9.869
H -6.298 -0.176 8.576
H -6.257 -0.527 10.307
H -3.954 -1.266 10.188
H -3.935 -0.002 8.944
H -5.626 -2.362 6.934
H -5.072 -3.733 7.914
C -3.909 3.659 6.155
C -2.516 4.023 5.655
C -1.699 2.822 6.112
O -2.585 1.698 6.095
C -3.933 2.153 5.936
H -4.713 4.175 5.633
H -3.994 3.886 7.220
H -2.516 4.085 4.564
H -2.138 4.965 6.049
H -1.333 2.956 7.135
H -0.846 2.618 5.463
H -4.263 1.905 4.921
H -4.576 1.631 6.646
*
```

* orbital gap: 8.5 eV

---

No. 7
ORCA calculation (ωB97M-V/def2-TZVPD) on C14H17ClO2RuS5Sb as an isolated structure in a non-equilibrium geometry.

```
! RIJCOSX wB97M-V def2-TZVPD def2/J DEFGRID3
* xyz 0 2
Ru 0.287 -0.851 -0.484
C 1.140 -1.556 -2.556
C 1.223 -0.179 -2.822
C 2.277 0.572 -2.297
C 3.241 -0.033 -1.498
C 3.145 -1.388 -1.196
C 2.103 -2.155 -1.721
H 0.419 -2.173 -3.087
H 0.514 0.278 -3.503
H 2.349 1.629 -2.528
H 4.073 0.544 -1.122
H 3.897 -1.861 -0.581
H 2.073 -3.225 -1.546
S -5.619 -4.901 1.519
C -4.325 -4.029 1.025
S -4.432 -2.682 -0.080
C -2.717 -2.356 -0.205
C -1.891 -3.163 0.559
S -0.198 -3.201 0.552
S -2.698 -4.360 1.548
S -2.214 -1.170 -1.305
Cl 0.888 1.690 3.763
C 1.024 -0.074 3.685
C 0.734 -0.402 2.222
O -0.462 -0.523 1.884
O 1.696 -0.453 1.434
H 0.270 -0.489 4.349
H 2.035 -0.364 3.967
C -1.980 2.362 1.242
Sb -0.371 1.776 -0.056
C 1.087 3.230 0.580
C -1.105 2.804 -1.823
H -2.105 3.439 1.174
H -1.742 2.074 2.262
H -2.890 1.858 0.925
H 0.629 4.211 0.570
H 1.946 3.213 -0.082
H 1.405 2.986 1.586
H -1.417 3.807 -1.555
H -1.955 2.253 -2.215
H -0.333 2.861 -2.584
*
```

* orbital gap (alpha / beta): 6.7 / 5.5 eV
* ⟨S²⟩: 0.806